A:
The following is a quantum chemistry calculation of the ion C3H7N2OS with charge +1, from the OMol25 dataset.

```
! RIJCOSX wB97M-V def2-TZVPD def2/J DEFGRID3
* xyz 1 1
C -0.7746 -1.4226 -1.3633
C -0.2280 -0.2274 -0.7088
N -0.7502 0.4690 0.2734
C 0.2898 1.2623 0.8434
S 0.6130 0.4709 2.5473
O 1.4026 1.1362 0.0031
N 1.0796 0.0148 -0.8076
H -1.0080 -2.0690 -0.6092
H -0.2217 -1.9362 -2.0837
H -1.6402 -1.2476 -1.8148
H -1.7643 0.4629 0.4173
H 0.0409 2.2175 1.1428
H 1.1894 1.5685 3.1187
H 1.7716 -0.6992 -0.9585
*
```

Results
- Orbital gap: 9.504 eV
- Molecular weight: 119.17 g/mol
- SMILES string: CC1=[NH+][C@@H](S)ON1
- LUMO: -4.18 eV

Löwdin population analysis, charges in e, atoms 1 to 5: 0.081 -0.246 0.135 -0.561 0.774

B:
The following is a quantum chemistry calculation of the ion C3H7N2OS with charge +1, from the OMol25 dataset.

```
! RIJCOSX wB97M-V def2-TZVPD def2/J DEFGRID3
* xyz 1 1
C 1.1297 -0.6468 0.3472
C 0.1534 -1.7235 -0.0634
S -1.4661 -1.1251 0.7466
C -1.1067 0.6840 0.1663
N -1.8388 1.3494 -0.7410
O -1.7144 1.7420 0.6415
N 0.5010 0.7940 -0.0192
H 1.2721 -0.5509 1.5126
H 2.1541 -0.7718 -0.0675
H 0.0158 -1.6626 -1.1248
H 0.4246 -2.7188 0.1804
H -1.4221 2.0954 -1.4227
H 0.9980 1.3846 0.7792
H 0.8993 1.1498 -0.9351
*
```

Results
- Orbital gap: 10.146 eV
- Molecular weight: 119.17 g/mol
- SMILES string: C1CS[C@]2(NO2)[NH2+]1
- LUMO: -3.88 eV

Löwdin population analysis, charges in e, atoms 1 to 5: -0.185 -0.381 0.976 -0.749 0.115

Stability order, top to bottom: A, B

A:
The following is a quantum chemistry calculation of the molecule C4H12N4, from the OMol25 dataset.

```
! RIJCOSX wB97M-V def2-TZVPD def2/J DEFGRID3
* xyz 0 1
C 2.3086 0.5095 -0.0314
C 0.8385 0.3136 0.2772
N 0.2471 -0.8836 -0.3293
C 0.0427 -2.0947 0.4187
C -0.8438 -0.1218 -0.8806
N -2.1227 -0.3724 -0.3077
N -0.0518 1.1655 -0.5070
N -0.6702 2.2083 0.1986
H 2.6203 1.4947 0.3043
H 2.4631 0.4322 -1.1034
H 2.9033 -0.2503 0.4704
H 0.6580 0.3694 1.3691
H -0.4652 -2.8120 -0.2242
H -0.5520 -1.9555 1.3323
H 1.0146 -2.4987 0.7011
H -0.9200 -0.1698 -1.9725
H -2.8598 0.1577 -0.7517
H -2.1346 -0.2374 0.6971
H -1.0510 2.8687 -0.4720
H -1.4250 1.8768 0.8109
*
```

Results
- Orbital gap: 9.418 eV
- Molecular weight: 116.17 g/mol
- SMILES string: C[C@@H]1N(C)[C@@H](N)N1N
- LUMO: 0.92 eV

Löwdin population analysis, charges in e, atoms 1 to 5: -0.042 -0.387 -0.121 -0.091 -0.361

B:
The following is a quantum chemistry calculation of a structure of composition C4H12N4, from the OMol25 dataset.

```
! RIJCOSX wB97M-V def2-TZVPD def2/J DEFGRID3
* xyz 0 1
C 1.6543 -0.0955 -1.6972
C -1.8046 -0.1913 1.7641
N -1.0334 -0.6925 0.6387
N 1.0832 -0.0506 -0.3646
C -0.5620 0.1792 -0.2856
N 1.7829 0.9026 0.4366
N -0.1705 -1.7598 0.9958
C -1.1800 0.9814 -1.1392
H 1.7799 0.5756 1.3991
H 1.3119 1.8083 0.4186
H 0.9217 -1.2467 0.5200
H -0.3196 -2.4753 0.2868
H 1.6244 0.8808 -2.1921
H 2.6972 -0.4118 -1.6375
H -2.4168 -1.0089 2.1442
H -1.1482 0.1487 2.5729
H 1.0855 -0.8061 -2.2947
H -2.4259 0.6420 1.4446
H -2.2568 1.0317 -1.1761
H -0.6232 1.5881 -1.8344
*
```

Results
- Orbital gap: 8.747 eV
- Molecular weight: 116.17 g/mol
- LUMO: 0.94 eV

Löwdin population analysis, charges in e, atoms 1 to 5: -0.097 -0.071 -0.272 -0.277 -0.282

C:
The following is a quantum chemistry calculation of the molecule C4H12N4, from the OMol25 dataset.

```
! RIJCOSX wB97M-V def2-TZVPD def2/J DEFGRID3
* xyz 0 1
H 2.7639 1.8713 -1.0555
N 2.5144 1.2356 -0.3007
C 1.3260 1.3575 0.1114
N 0.3913 2.2627 -0.3061
C 0.8693 0.4800 1.2511
N -0.4730 -0.0231 0.9987
N -0.6155 -0.6104 -0.2854
C 0.0531 -1.8921 -0.4216
C -2.0272 -0.7088 -0.5921
H 0.5332 2.7097 -1.1979
H -0.5626 2.0525 -0.0621
H 0.8136 1.0824 2.1636
H 1.6299 -0.2976 1.3983
H -0.7321 -0.6849 1.7405
H -0.3177 -2.6382 0.3006
H 1.1230 -1.7525 -0.2787
H -0.1131 -2.2661 -1.4294
H -2.4885 0.2651 -0.4405
H -2.5481 -1.4443 0.0405
H -2.1401 -0.9991 -1.6348
*
```

Results
- Orbital gap: 9.895 eV
- Molecular weight: 116.17 g/mol
- SMILES string: [H]/N=C(\N)CNN(C)C
- LUMO: 1.01 eV

Löwdin population analysis, charges in e, atoms 1 to 5: 0.038 0.114 -0.534 0.127 -0.171

Stability order, top to bottom: C, A, B

A:
The following is a quantum chemistry calculation of a cluster of 2 separate species, C4H12N4 in total, from the OMol25 dataset.

```
! RIJCOSX wB97M-V def2-TZVPD def2/J DEFGRID3
* xyz 0 1
C 1.1921 -0.2118 1.5871
C 0.8464 0.4154 0.2321
N 0.6711 1.8340 0.4128
N -0.2852 -0.2254 -0.4594
C -1.5425 -0.2139 0.2573
C 0.0172 -1.5378 -0.9852
H 1.4567 -1.2575 1.4721
H 0.3535 -0.1278 2.2730
H 2.0367 0.3213 2.0098
H 1.7033 0.2948 -0.4444
H 0.4485 2.2896 -0.4649
H -0.0719 2.0314 1.0751
H -1.5517 -0.8966 1.1190
H -2.3320 -0.5202 -0.4303
H -1.7658 0.7963 0.5992
H 0.1048 -2.3015 -0.2003
H -0.7799 -1.8308 -1.6667
H 0.9512 -1.4968 -1.5429
N -0.7535 0.7678 -2.4430
N -0.6989 1.8697 -2.4004
*
```

Results
- Orbital gap: 9.332 eV
- Molecular weight: 116.17 g/mol
- SMILES string: C[C@H](N)N(C)C.N#N
- LUMO: 1.05 eV

Löwdin population analysis, charges in e, atoms 1 to 5: -0.046 -0.478 0.052 -0.335 -0.109

B:
The following is a quantum chemistry calculation of a cluster of 2 separate species, C4H12N4 in total, from the OMol25 dataset.

```
! RIJCOSX wB97M-V def2-TZVPD def2/J DEFGRID3
* xyz 0 1
H -1.4404 -2.5718 -0.1013
N -1.2191 -1.6712 -0.5183
C -0.4830 -0.9078 0.1864
N 0.0726 -1.2740 1.4027
C -0.9494 0.7404 0.1808
C -1.4530 1.2064 -0.9586
C -0.6124 1.6602 1.3221
H 0.7312 -0.5903 1.7498
H 0.0287 -2.2594 1.6191
H -1.7539 2.2400 -1.0840
H -1.7460 0.5355 -1.7537
H -0.9979 1.2525 2.2588
H 0.4702 1.7595 1.4287
H -1.0445 2.6516 1.1709
N 1.7282 -0.3096 -0.4297
N 1.7866 -0.9872 -1.6855
H 1.5172 0.6932 -0.5500
H 2.6008 -0.4887 0.0669
H 0.8595 -1.3704 -1.8634
H 1.9045 -0.3089 -2.4419
*
```

Results
- Orbital gap: 9.494 eV
- Molecular weight: 116.17 g/mol
- SMILES string: [H]/N=C(\N)C(=C)C.NN
- LUMO: 0.87 eV

Löwdin population analysis, charges in e, atoms 1 to 5: 0.045 0.090 -0.480 0.076 -0.263

Stability order, top to bottom: A, B

A:
The following is a quantum chemistry calculation of a cluster of 2 separate species, C4H12N4 in total, from the OMol25 dataset.

```
! RIJCOSX wB97M-V def2-TZVPD def2/J DEFGRID3
* xyz 0 1
H -1.1239 -1.4120 -1.3923
N -1.5748 -1.4856 -0.4832
C -1.4996 -0.4459 0.2445
C -2.4610 -0.2854 1.3897
N -0.9532 0.7958 -0.1900
N -0.4946 1.0982 -1.4862
H -1.9659 0.1603 2.2512
H -3.2898 0.3603 1.1019
H -2.8622 -1.2585 1.6548
H -1.0878 1.6155 0.3858
H 0.3807 0.5805 -1.6366
H -1.1097 0.7208 -2.2068
H 1.0894 -1.8785 -0.9096
N 1.4760 -0.9382 -0.9342
C 1.9303 -0.4703 0.1443
C 2.7591 0.7620 0.2260
H 1.8954 -1.1374 1.0897
H 3.8088 0.5272 0.0565
H 2.4179 1.4782 -0.5186
H 2.6648 1.2130 1.2131
*
```

Results
- Orbital gap: 9.927 eV
- Molecular weight: 116.17 g/mol
- SMILES string: [H]/N=C(/C)NN.[H]/N=C/C
- LUMO: 0.97 eV

Löwdin population analysis, charges in e, atoms 1 to 5: 0.021 0.106 -0.492 -0.049 -0.082

B:
The following is a quantum chemistry calculation of a cluster of 2 separate species, C4H12N4 in total, from the OMol25 dataset.

```
! RIJCOSX wB97M-V def2-TZVPD def2/J DEFGRID3
* xyz 0 1
C -0.6158 1.2125 0.6599
C -1.9003 0.9049 -0.0212
C 1.2929 -0.7547 -1.1510
N 1.3458 -0.2534 0.2101
N 2.0633 -1.1826 0.9914
N 0.3471 1.9925 0.1955
C -2.3064 -0.5682 0.0153
N -1.6212 -1.5667 0.3604
H -0.4839 0.8386 1.6667
H 2.9308 -1.4940 0.5496
H 2.2786 -0.7618 1.8873
H 0.1705 2.3700 -0.7307
H 1.2717 1.2481 0.2044
H -0.6661 -1.3027 0.6298
H -1.8769 1.2328 -1.0675
H -2.7160 1.4694 0.4530
H -3.3414 -0.7429 -0.2909
H 0.6674 -0.0860 -1.7455
H 0.8689 -1.7657 -1.1965
H 2.2910 -0.7899 -1.6200
*
```

Results
- Orbital gap (spin up / spin down): 7.269 / 7.265 eV
- Molecular weight: 116.17 g/mol
- LUMO (spin up / spin down): 0.42 / 0.42 eV

Löwdin population analysis, charges in e, atoms 1 to 5: -0.183 -0.160 -0.188 -0.310 -0.036

Stability order, top to bottom: A, B

A:
The following is a quantum chemistry calculation of a cluster of 2 separate species, C4H12NO3 in total, from the OMol25 dataset.

```
! RIJCOSX wB97M-V def2-TZVPD def2/J DEFGRID3
* xyz 1 1
C 1.9246 -0.6971 -0.0702
C -0.3205 2.0856 -0.0260
C 0.4395 -0.9301 -0.0675
C -1.0917 0.9518 0.5592
N -0.1249 -1.2806 -1.4099
O -0.0102 -1.9933 0.7411
O -2.0840 0.4552 -0.1984
O -1.2513 0.8013 1.8734
H 2.2523 -0.4541 0.9397
H 2.4752 -1.5883 -0.3895
H 2.1849 0.1374 -0.7180
H -0.8880 3.0149 0.0878
H -0.1668 1.9304 -1.0894
H 0.6417 2.2052 0.4632
H -0.3495 -2.2884 -1.3867
H 0.5314 -1.0861 -2.1718
H -1.0087 -0.7573 -1.5392
H 0.2445 -1.8577 1.6570
H -2.7117 -0.0379 0.3532
H -0.6869 1.3891 2.3919
*
```

Results
- Orbital gap: 8.167 eV
- Molecular weight: 122.14 g/mol
- LUMO: -3.11 eV

Löwdin population analysis, charges in e, atoms 1 to 5: -0.048 0.010 -0.422 -0.431 0.218

B:
The following is a quantum chemistry calculation of a cluster of 2 separate species, C4H12NO3 in total, from the OMol25 dataset.

```
! RIJCOSX wB97M-V def2-TZVPD def2/J DEFGRID3
* xyz 1 1
O -0.2442 2.1617 1.0785
C 0.2876 1.4490 0.0673
C 0.7362 0.0915 0.6665
N -0.3231 -1.0087 0.4480
C -1.7234 -0.5977 0.8171
C 2.0491 -0.3647 0.0753
O 0.4151 1.8633 -1.0411
H -0.6517 2.9978 0.8006
H 0.7217 0.2063 1.7280
H -0.0786 -1.8505 0.9602
H -0.2124 -1.1515 -0.5743
H -2.2637 -1.4749 1.1491
H -2.1255 -0.0039 0.0120
H -1.6303 0.1170 1.6190
H 2.6173 -0.9829 0.7588
H 1.9218 -0.8984 -0.8764
H 2.7197 0.4490 -0.1448
H -0.6350 0.4371 -2.6914
H -1.0022 -1.0636 -2.6930
O -0.5783 -0.3757 -2.1593
*
```

Results
- Orbital gap: 11.819 eV
- Molecular weight: 122.14 g/mol
- LUMO: -3.13 eV

Löwdin population analysis, charges in e, atoms 1 to 5: 0.123 -0.482 -0.198 0.042 0.030

C:
The following is a quantum chemistry calculation of a structure of composition C4H12NO3, from the OMol25 dataset.

```
! RIJCOSX wB97M-V def2-TZVPD def2/J DEFGRID3
* xyz 1 1
C 0.0212 -1.5153 -0.7693
C 2.2315 -0.0382 -1.0268
C 0.5491 -0.1140 -0.6081
C -1.1802 0.7642 -1.0735
N -1.1712 0.7768 2.4099
O 0.7353 0.2524 0.8208
O -1.3494 0.6627 -2.3160
O -1.8780 1.0625 -0.1611
H -1.0883 -1.5930 -0.6026
H 0.3596 -1.8294 -1.7566
H 0.4121 -2.2214 0.1017
H 2.6574 -0.6687 -0.2339
H 2.6907 1.0095 -0.8119
H 2.2325 -0.5298 -1.9710
H -1.6049 -0.0141 2.8382
H -0.3471 0.4044 1.9558
H -1.6118 1.0743 1.5240
H 1.6203 0.1606 1.1523
H -2.3215 0.8677 -2.5008
H -0.9573 1.4888 3.0287
*
```

Results
- Orbital gap: 10.546 eV
- Molecular weight: 122.14 g/mol
- LUMO: -3.00 eV

Löwdin population analysis, charges in e, atoms 1 to 5: -0.077 0.030 -0.263 -0.425 0.311

Stability order, top to bottom: B, A, C